[1]
{"formula": "C25H32MnN6OS2", "method": "ωB97M-V/def2-TZVPD", "e_above_lowest_ev": 0.000, "s2": 8.78, "multiplicity": 6, "lumo_energy_ev": [-0.4, -0.6], "elements": ["H", "C", "H", "C", "C", "C", "C", "C", "H", "H", "H", "C", "H", "N", "C", "O", "H", "H", "S", "H", "Mn", "H", "H", "C", "C", "H", "H", "H", "H", "C", "H", "H", "H", "C", "S", "N", "H", "C", "H", "H", "H", "C", "C", "H", "N", "N", "C", "H", "C", "H", "H", "H", "C", "N", "H", "C", "H", "C", "C", "C", "N", "C", "C", "H", "H", "C", "H"], "positions_angstrom": [[1.40579, -2.52816, -4.25322], [4.36695, 1.80447, -1.54337], [-3.62696, -3.24367, 3.69797], [2.85815, 1.64022, -3.36328], [0.28038, 4.16718, -1.91564], [2.13520, 2.80267, -1.20468], [-1.75147, 1.81345, 3.70465], [-3.04269, -3.15096, 4.60671], [-0.19034, -3.13510, 5.83371], [2.60428, 3.74722, -1.33245], [-1.45485, 5.29255, -2.70740], [0.35269, 0.77985, 2.78337], [2.56759, 0.79686, -1.51140], [2.90772, 1.72154, -1.90805], [-0.63222, -3.89105, 5.14067], [0.26042, -2.27102, 3.17222], [-4.19685, 3.09972, 1.73269], [-3.32004, -2.17896, 4.94358], [-2.05853, -1.39508, -1.08113], [-2.92221, 1.88690, 0.02414], [-0.17654, 0.34450, -0.08767], [0.93488, 5.00890, -1.62922], [1.82494, 1.84119, -3.72102], [2.54979, -0.82176, 0.62029], [-0.19004, -4.04255, -4.21107], [-3.15945, -3.96547, 5.37833], [0.15055, -4.21954, 4.42974], [-2.72334, 3.21425, -3.25086], [4.82592, 2.80750, -1.63596], [-1.48193, -2.22128, -2.47331], [-1.25931, 1.80337, 4.72930], [0.30927, -4.80851, -4.77534], [-1.98480, 1.06301, -2.50144], [-0.99136, 1.28539, 2.62981], [1.59824, -0.96828, -0.81252], [-1.59157, -3.17070, 4.21829], [3.52190, 2.32519, -3.84352], [-0.19709, 1.79519, -1.52494], [-3.05878, -3.58233, -2.39770], [-3.46518, 2.98507, 4.21916], [2.28808, 2.57206, -0.13392], [-2.59598, 1.83449, 1.08651], [-2.08827, -3.44783, -2.86622], [0.88829, 0.80863, 3.69853], [2.18278, -0.14090, 1.75222], [3.76741, -1.35714, 0.56589], [-3.31412, 2.55941, 2.07454], [4.02706, -1.81626, -0.30065], [0.37465, -2.77919, -3.92547], [-2.00444, -5.16772, -4.03232], [3.15815, 0.62594, -3.64194], [4.88253, 1.14580, -2.21022], [-0.32483, -1.83146, -3.22002], [-1.44900, 1.22249, 1.31231], [-1.15754, -4.71043, 5.64825], [-0.94934, -2.39826, 3.30635], [-1.70283, -1.91224, 2.65165], [-1.34706, 1.92895, -2.30022], [-0.97247, 4.32036, -2.46135], [-2.91146, 2.50184, 3.43062], [0.94404, 0.34991, 1.66823], [0.71647, 2.87272, -1.59832], [-1.74288, 3.17701, -2.71694], [4.35476, -1.18358, 1.38515], [0.05181, -0.82141, -3.09767], [-1.44366, -4.30738, -3.75245], [4.38871, 1.52245, -0.50199]]}

---

[2]
{"formula": "C3H3NO3S", "method": "ωB97M-V/def2-TZVPD", "e_above_lowest_ev": 4.025, "lumo_energy_ev": [-0.3, -1.2], "elements": ["S", "H", "C", "O", "H", "C", "N", "O", "C", "O", "H"], "positions_angstrom": [[-1.06550, -3.03594, 2.83078], [1.50787, 0.27847, -0.65203], [-0.65268, -0.24881, 1.28297], [-1.62600, -1.81773, 3.31937], [-1.24362, 0.00230, 2.22107], [-0.38728, -1.56449, 0.73845], [-0.21190, 0.62241, 0.42662], [-0.52887, -2.73736, 1.22339], [0.39826, -0.00355, -0.71673], [0.23996, -1.42155, -0.39941], [-0.01042, 0.42230, -1.65604]]}

---

[3]
{"formula": "C43H41FN5PSSiTc", "method": "ωB97M-V/def2-TZVPD", "e_above_lowest_ev": 0.000, "s2": 3.78, "multiplicity": 4, "lumo_energy_ev": [-5.7, -6.3], "total_charge": 2, "elements": ["C", "H", "C", "H", "H", "C", "H", "Si", "H", "H", "C", "C", "H", "C", "H", "H", "H", "P", "H", "H", "H", "H", "H", "C", "H", "C", "C", "C", "C", "H", "C", "C", "H", "H", "H", "C", "C", "H", "H", "H", "C", "H", "C", "N", "N", "C", "H", "N", "C", "C", "C", "H", "C", "C", "H", "H", "C", "H", "C", "H", "Tc", "F", "H", "C", "C", "C", "S", "H", "C", "H", "C", "N", "C", "H", "C", "N", "C", "H", "H", "C", "C", "C", "H", "C", "C", "C", "C", "H", "H", "H", "C", "H", "C", "C"], "positions_angstrom": [[1.52068, 5.22704, 2.35178], [-3.38673, 1.42410, -2.08065], [-2.25234, -0.46593, -3.48894], [-1.78970, -3.23190, -1.59807], [3.55915, 4.46653, 2.76757], [-1.59417, 1.17346, 4.06512], [-4.58445, 1.24535, 2.70283], [-1.49696, -0.48431, -0.73769], [2.17235, 4.44689, -1.92845], [-3.23428, -2.11244, 0.96707], [0.84509, 2.54183, 2.18305], [-2.02024, -3.58024, 1.97943], [1.87106, 1.13713, -3.14474], [1.26324, 0.29243, -2.77726], [0.49031, -2.19676, -2.01941], [3.44206, -0.31100, -1.61492], [3.09770, 2.36090, -1.30226], [0.43108, 0.77502, 2.00357], [-0.50206, -4.94755, 2.75697], [0.31814, 0.40370, -3.33471], [-2.74908, -0.43176, -5.60032], [0.40651, 5.38848, -3.08822], [5.45509, -2.49300, 1.36789], [1.40129, -2.21412, -2.54413], [2.90627, 2.13046, 2.59774], [4.70749, -1.83653, 1.04437], [0.30749, 3.65010, -2.00529], [3.15994, -3.54944, -3.45414], [0.30512, -3.53710, 1.41426], [2.23543, 3.05320, -0.01081], [-2.83455, 0.61968, -0.15071], [-5.06525, 2.07968, 0.73833], [-2.82956, -4.09940, 2.40949], [5.35708, -1.61372, -1.06164], [3.91041, -1.52655, 3.02838], [2.52865, 4.23013, 2.53290], [4.62017, -1.41076, -0.28689], [1.02982, -2.17997, 0.01620], [1.24220, -4.05111, 1.51456], [1.57732, -4.35096, -2.25248], [-0.67925, 0.32002, 3.41959], [-0.01403, -1.69966, 3.12789], [-4.33667, 1.27790, 1.64340], [1.64577, 3.58101, -1.85010], [2.52897, -0.26456, 0.22487], [-2.58502, -2.43373, -4.79772], [3.59435, -0.32286, -4.31629], [-0.20219, 4.71648, -2.63571], [3.53096, -0.62446, -0.61361], [-4.68775, 2.10082, -0.59502], [-2.43874, -0.74994, 5.25589], [-3.14759, -1.22625, 5.93099], [-0.75024, -4.07992, 2.17846], [2.15198, 2.90834, 2.47639], [1.95891, -0.40538, 3.44084], [-2.74404, -2.94704, -5.72900], [-2.28046, -3.20892, -3.67862], [4.54611, -2.51249, -4.75585], [-2.56277, -1.02866, -4.72437], [-2.79079, -0.08993, 1.88358], [0.80765, 0.69932, -0.71563], [3.68285, -4.75747, -3.59121], [-1.18074, 4.69825, -2.92055], [-1.48052, -1.57561, 4.64949], [2.71907, -0.61603, 1.53073], [-1.91217, -1.22658, -2.36623], [-0.75243, 2.43583, -1.41732], [1.87874, 6.27781, 2.42846], [3.10890, -1.17790, -3.85456], [-1.11814, 3.22400, 1.72273], [3.70463, -2.43049, -4.08009], [1.81262, -0.13134, 2.47969], [-3.27566, 0.56473, 1.17827], [-3.26106, 1.27755, 5.34798], [-0.64155, -1.03646, 3.72260], [2.15380, 2.63055, -0.93980], [0.11617, -2.49397, 0.55696], [-0.54181, 5.59149, 1.93291], [-1.49848, -2.62946, 4.79124], [-2.45899, 0.60723, 4.98629], [-0.11384, 3.49317, 2.00966], [-1.15096, -1.88301, 0.44251], [-5.29734, 2.60371, -1.35970], [-1.97602, -2.61651, -2.46530], [1.99547, -3.45137, -2.69799], [-3.56478, 1.40410, -1.01065], [3.78989, -1.35267, 1.96330], [-1.70584, 2.23205, 3.83029], [-5.95567, 2.61836, 1.04040], [-2.28402, -4.29540, -3.78051], [-2.21264, -2.44857, 1.14634], [-2.16685, 0.62250, -3.43811], [0.22851, 4.85194, 2.08183], [1.99194, -1.04212, -3.04937]]}

---

[4]
{"formula": "C33H75N9O11", "method": "ωB97M-V/def2-TZVPD", "e_above_lowest_ev": 1.117, "lumo_energy_ev": 0.0, "smiles": "CNC(C)=O.CNC(C)=O.CNC(C)=O.CNC(C)=O.CNC(C)=O.CNC(C)=O.CNC(C)=O.CNC(C)=O.CNC(C)=O.CC(C)=O.CC(C)=O", "elements": ["H", "H", "H", "C", "O", "C", "H", "H", "O", "H", "H", "C", "N", "H", "H", "C", "H", "C", "O", "H", "N", "H", "H", "H", "C", "C", "N", "H", "H", "H", "H", "N", "H", "O", "O", "H", "C", "H", "H", "H", "N", "C", "H", "H", "N", "C", "H", "H", "H", "C", "C", "H", "H", "H", "H", "H", "H", "H", "O", "C", "H", "N", "H", "N", "C", "O", "H", "H", "H", "H", "H", "H", "C", "H", "H", "C", "O", "H", "H", "H", "H", "O", "O", "H", "C", "H", "H", "H", "O", "H", "H", "H", "H", "H", "C", "C", "C", "H", "C", "H", "C", "C", "H", "H", "H", "H", "H", "C", "N", "C", "H", "H", "H", "C", "C", "H", "H", "H", "H", "C", "H", "C", "C", "C", "C", "H", "C", "H"], "positions_angstrom": [[-0.68685, 1.22560, -3.47087], [-3.63771, -0.08634, 6.23106], [6.28469, -1.27308, 1.58773], [-2.86866, -0.44094, 5.54482], [1.26703, 0.63166, -1.73228], [-2.58743, 2.58510, 0.10496], [-1.04923, 2.53869, 3.32586], [3.55657, -2.92530, 3.16392], [-3.34938, -2.68414, 6.07548], [4.51944, 5.93454, 2.61647], [-2.15163, -2.04720, 0.47735], [4.17166, 2.21247, 0.46086], [-3.28263, -2.22840, 3.85960], [-1.57399, 0.19799, -6.86295], [1.74286, 0.39872, 1.55663], [-3.18035, -0.70933, -4.88292], [-2.19318, 6.21268, 0.39593], [0.75890, 0.70695, 1.91007], [-2.06922, -5.01346, -2.17923], [2.94403, 5.78031, 1.93627], [2.42079, 0.48765, -3.68627], [4.10793, 0.19187, -2.48066], [-3.88554, -0.74451, -2.91900], [-0.98771, 2.99172, 5.00637], [-1.38647, 6.02308, 1.10400], [-2.20909, -5.36877, 0.58850], [-1.87796, -1.07604, -5.12150], [-1.43139, -3.81198, -5.69565], [-2.10979, -8.29728, -2.21304], [-3.45785, -2.35368, -3.42371], [1.58879, -2.07435, -2.30327], [3.92120, 3.48021, 1.17732], [0.35069, 1.67292, -4.83035], [-1.01057, -0.78417, 2.53050], [4.87939, 0.02477, 3.06382], [4.15919, 1.39711, 1.18414], [4.54129, 4.59362, 0.89503], [-4.96989, -1.47860, -4.10789], [4.33965, -0.22012, -4.22727], [-4.54997, -3.90372, 3.79677], [-0.45911, -0.67788, 0.34080], [-1.09046, -0.57057, -6.25995], [0.78893, -3.52334, -1.85287], [2.98142, -1.43937, 4.06984], [-0.39701, 5.06088, 0.55959], [0.30876, 1.57393, -3.74566], [2.26504, 0.79230, -4.63655], [5.03786, -0.98958, 0.46392], [-0.54946, -4.76206, -3.24353], [1.38002, -3.08417, -2.65651], [3.32509, -1.86086, 3.12521], [1.15595, 3.20536, -0.30912], [3.09516, 3.57188, 1.75121], [2.07870, 4.64085, -0.58440], [3.32222, 2.26935, 4.30545], [-3.74728, 2.59206, 2.45047], [-3.07029, 0.90416, 2.29296], [-2.64874, -7.11756, -3.50192], [-3.80240, 0.15482, -5.53964], [1.16272, 4.13152, -0.88382], [-3.88603, -3.26350, 2.25837], [1.57109, 3.22389, 4.92710], [0.26039, 2.60131, -3.38475], [-0.24207, -4.28028, -4.07629], [-1.44996, -1.56695, -0.20465], [-0.33061, 5.84435, -1.52472], [-0.13709, -0.20892, -5.87472], [-0.89596, 6.93326, 1.44907], [-3.00361, 0.21003, 4.68104], [3.41422, 4.03470, 4.26662], [-0.96098, -7.15417, -2.93539], [-2.15664, -1.03124, -0.83847], [5.26719, -1.58273, 1.34918], [-1.00421, -2.32078, -0.85361], [-2.90489, -4.28865, 3.20339], [-3.93751, -1.43482, -3.76094], [0.82096, -2.42465, -4.85338], [-2.54818, 3.64303, 0.36449], [2.32553, -3.62596, -2.68028], [-2.27266, -7.35709, -0.07510], [0.11664, 4.43469, 1.16304], [1.30594, 3.92710, 2.82128], [-4.52089, 1.36444, -0.30777], [-0.08567, -4.88615, -6.05917], [0.62517, -3.22646, -3.93216], [1.15594, 3.13662, 5.84368], [-1.53152, -1.90069, -4.65242], [-1.49777, -5.45868, -5.07250], [5.41799, 4.77865, 0.05078], [-4.80905, 1.21837, 2.41856], [-2.44394, 2.53609, -0.97444], [5.23779, -2.64413, 1.10285], [0.51872, 1.69170, 1.50921], [-1.71468, 1.98891, 0.37135], [4.49903, -1.05554, 2.57015], [-3.24701, -1.87680, 5.19266], [3.02071, 3.18187, 4.81973], [2.53212, -1.88645, 2.37779], [-2.13733, -6.15522, -1.72339], [-1.84028, -0.36830, 5.89875], [3.99922, 5.81839, 1.66569], [3.65707, -0.23286, -3.37755], [-1.79449, -5.68126, 1.54691], [3.48141, 2.05552, -0.36801], [5.16695, 2.27880, 0.02142], [3.41603, -1.29142, -3.28033], [1.17392, 3.86059, -1.93955], [-3.66435, -3.51231, 3.29618], [-2.20935, -6.40686, -0.41148], [-0.30001, -0.37302, 1.61976], [-1.60447, -4.52795, 0.24855], [-1.21646, 4.32093, 3.84959], [-0.77926, -1.40104, -6.89365], [0.05860, 5.09957, -0.63841], [1.38336, 0.82867, -2.93894], [0.87060, 0.86905, 2.98215], [-1.83386, 5.63947, 2.02094], [-3.24853, -5.07280, 0.73020], [3.32586, 3.23268, 5.86491], [-0.75799, 3.34364, 4.00065], [-2.59023, -1.74100, 3.30902], [-2.00105, -7.30242, -2.64493], [-0.82786, -4.63031, -5.30299], [0.81567, 3.49565, 3.83961], [-3.77445, 1.82929, 0.50714], [4.22638, 6.71987, 1.09662], [-3.86697, 1.59697, 2.02201], [0.17839, -0.20407, -0.28306]]}

---

[5]
{"formula": "CH7N2P3", "method": "ωB97M-V/def2-TZVPD", "s2": 2.01, "multiplicity": 3, "lumo_energy_ev": [0.9, -2.8], "elements": ["N", "C", "H", "H", "N", "H", "H", "H", "H", "H", "P", "P", "P"], "positions_angstrom": [[1.20852, -0.86094, -0.62530], [-1.60584, -0.12601, 0.08260], [-2.15553, -0.05835, -0.90020], [-0.17209, 3.03195, -0.59865], [-0.47388, 0.77568, 0.27116], [2.97113, -1.40785, -2.19690], [-2.31536, 0.06412, 0.91410], [-1.13801, -1.17613, -0.00578], [3.68035, -1.15414, -0.27922], [-2.17982, 2.22303, -0.13066], [2.58638, -1.85654, -0.88043], [-1.02735, 2.58508, 0.53475], [1.20724, 0.61547, -0.22630]]}

---

[6]
{"formula": "C16H32NNiO2P2Si", "method": "ωB97M-V/def2-TZVPD", "s2": 2.01, "multiplicity": 3, "lumo_energy_ev": [-2.9, -2.9], "total_charge": 1, "elements": ["P", "H", "H", "H", "C", "C", "P", "H", "H", "H", "C", "H", "H", "C", "N", "H", "C", "H", "H", "H", "C", "H", "H", "H", "C", "H", "H", "H", "O", "Ni", "H", "C", "H", "H", "C", "H", "H", "O", "H", "C", "H", "H", "H", "C", "C", "H", "H", "Si", "C", "H", "C", "C", "H", "H", "C"], "positions_angstrom": [[0.88973, -1.66123, -1.12397], [1.62642, -3.94825, -1.86522], [1.26708, 1.17819, 4.54066], [1.20741, -2.95279, 3.79397], [1.40086, -2.06006, 4.41089], [-0.59353, 3.02021, 1.62687], [-1.22178, 2.04727, 0.23760], [2.35718, -1.26750, -3.07161], [4.76639, -1.19377, 4.03573], [1.94863, -2.38986, 5.30790], [2.07189, -0.74816, -2.15639], [-2.68570, 3.68920, -0.62622], [4.54178, -0.69686, 2.33217], [4.13093, -1.31565, 3.14512], [-2.05661, -0.48802, -0.60072], [-0.13341, 2.38371, 2.38006], [2.25090, 0.96330, 4.09418], [2.51641, -3.41940, -0.47129], [4.18173, -2.36524, 2.81392], [-1.24982, 0.85168, -5.31127], [-3.16981, 0.21544, -0.23614], [1.69170, 0.24810, -2.40237], [-3.10971, 1.40759, 1.70192], [0.15615, 3.67151, 1.17670], [1.60484, -0.76527, 1.64249], [2.38664, 1.63339, 3.22824], [-0.87095, -3.15770, -1.65342], [-5.29456, 0.30090, -0.40878], [-0.94491, 0.96825, -6.17326], [-0.55352, -0.14962, 0.48387], [-1.39220, 3.60319, 2.07815], [-2.01605, -1.37091, -1.60639], [2.99187, -0.62940, -1.57706], [-3.23187, -2.68332, -2.69940], [1.53871, -3.37555, -0.94344], [-3.60218, 2.24834, 0.24803], [0.02761, 0.89506, -6.12968], [1.82905, 3.62708, -2.77897], [-0.96663, 4.22176, -0.78534], [-4.40582, -0.19732, -0.71816], [0.88312, 3.46752, -2.65711], [-5.38665, -1.73025, -1.89054], [3.04013, 1.18215, 4.83148], [-3.24964, -1.85517, -2.04074], [-4.43501, -1.28997, -1.58591], [0.88000, -3.93444, -0.28345], [0.42292, -1.67386, 4.73847], [2.33713, -0.78233, 3.36264], [-0.70343, -2.11929, -1.90217], [-0.46715, -2.32575, -2.93949], [-2.93673, 1.46220, 0.60434], [1.07563, -1.01072, 0.50304], [1.97445, 3.73661, -3.73765], [-1.64963, 3.14063, -2.00698], [-1.66998, 3.39440, -0.93530]]}